A molecular structure, C33H37AlClO2Si2 at a distorted geometry, computed with ωB97M-V/def2-TZVPD.

XYZ file:
```
76
Properties=species:S:1:pos:R:3:mulliken_charge:R:1
C -1.724 4.887 2.630 -0.595
C -0.388 4.375 2.461 -0.406
C -0.161 4.201 1.048 -0.143
H 0.388 4.361 3.228 0.650
C -1.388 4.535 0.364 -0.535
C -2.317 5.019 1.341 -0.596
H -3.235 5.568 1.121 0.702
H -2.109 5.325 3.553 0.596
H 0.790 3.964 0.572 0.624
H -1.510 4.565 -0.719 0.624
Al -1.642 2.809 1.687 -0.401
Si -0.872 0.734 0.526 -0.689
C 0.597 0.086 1.489 1.023
C 0.803 -1.305 1.493 -0.905
H 0.102 -1.953 0.968 0.321
C 1.892 -1.860 2.167 -0.560
H 2.027 -2.941 2.172 0.525
C 2.812 -1.038 2.824 -0.644
H 3.670 -1.476 3.334 0.410
C 2.612 0.347 2.836 -0.673
H 3.321 0.990 3.356 0.432
C 1.501 0.904 2.193 0.119
H 1.342 1.983 2.246 0.148
C -0.312 1.331 -1.153 0.944
C 1.048 1.443 -1.490 -0.217
H 1.815 1.151 -0.771 0.433
C 1.430 1.963 -2.732 -0.740
H 2.486 2.049 -2.981 0.417
C 0.461 2.382 -3.649 -0.527
H 0.757 2.772 -4.622 0.424
C -0.893 2.316 -3.304 -0.675
H -1.652 2.669 -3.999 0.448
C -1.276 1.809 -2.061 -0.602
H -2.329 1.799 -1.778 0.429
H -1.995 -0.261 0.427 -0.233
Si 0.361 -4.696 -2.181 0.364
C 0.731 -3.689 -3.694 0.493
C 2.010 -3.689 -4.273 -0.130
H 2.816 -4.272 -3.823 0.382
C 2.263 -2.936 -5.426 -0.662
H 3.264 -2.928 -5.860 0.382
C 1.234 -2.195 -6.021 -0.452
H 1.428 -1.614 -6.923 0.396
C -0.049 -2.211 -5.460 -0.579
H -0.857 -1.645 -5.924 0.389
C -0.299 -2.963 -4.308 -0.475
H -1.304 -2.984 -3.886 0.293
C 1.922 -4.868 -1.195 0.289
C 2.639 -3.734 -0.798 -0.105
H 2.296 -2.736 -1.081 0.587
C 3.795 -3.871 -0.021 -0.841
H 4.337 -2.978 0.296 0.425
C 4.241 -5.143 0.354 -0.408
H 5.141 -5.245 0.961 0.391
C 3.528 -6.280 -0.047 -0.539
H 3.876 -7.273 0.245 0.380
C 2.372 -6.142 -0.819 -0.452
H 1.811 -7.023 -1.140 0.333
H -0.158 -6.017 -2.601 -0.200
Cl -1.057 -3.754 -1.033 -0.266
C -1.462 2.566 4.820 -0.822
O -1.643 1.958 3.507 0.004
C -2.814 1.017 3.505 -0.691
C -4.046 1.725 2.974 -0.514
O -3.613 2.651 1.900 0.448
C -4.726 3.199 1.154 -0.942
H -0.472 3.035 4.844 0.202
H -1.528 1.759 5.563 0.360
H -2.251 3.312 5.007 0.332
H -2.540 0.175 2.849 0.044
H -2.977 0.664 4.525 0.614
H -4.768 1.010 2.549 0.540
H -4.538 2.331 3.756 0.331
H -5.503 2.426 1.090 0.395
H -4.382 3.477 0.153 0.277
H -5.128 4.075 1.685 0.298
```

Summary:
Net charge: +1
HOMO energy (eV): -10.6562
Energy above the lowest of the compared OMol25 structures with the same formula, charge and spin (eV): 0.000
Max |F| (eV/Å): 1.84